[1]
Below is a 3-piece molecular cluster, C3H14N2O2 overall, with properties calculated with the ωB97M-V functional and the def2-TZVPD basis.

E_HOMO = -0.34051 Ha
total charge = 0

Last column: Löwdin charge in e.
Cartesian coordinates (Å):
N (0.90, -1.04, 1.02)  -0.016
C (0.94, 0.42, 0.88)  -0.288
C (-0.27, 1.04, 0.12)  -0.216
C (-0.38, 2.53, 0.44)  -0.296
N (-1.55, 3.16, -0.24)  -0.015
H (0.38, -1.22, 1.88)  0.065
H (0.40, -1.48, 0.25)  0.045
H (1.83, 0.68, 0.29)  0.100
H (0.93, 0.90, 1.86)  0.106
H (-0.17, 0.87, -0.95)  0.103
H (-1.17, 0.56, 0.49)  0.103
H (0.52, 3.07, 0.13)  0.112
H (-0.51, 2.59, 1.51)  0.102
H (-2.10, 3.64, 0.46)  0.051
H (-1.23, 3.95, -0.79)  0.058
O (0.68, -2.34, -2.70)  -0.069
H (1.19, -2.94, -3.24)  0.037
H (1.13, -1.50, -2.53)  0.033
O (-0.30, -4.64, 0.30)  -0.061
H (0.06, -3.80, 0.63)  0.012
H (-1.25, -4.45, 0.21)  0.035


[2]
Below is a 2-piece molecular cluster, H4N3O4S overall, with properties calculated with the ωB97M-V functional and the def2-TZVPD basis.

E_HOMO = -0.20039 Ha
total charge = -1

Last column: Löwdin charge in e.
Cartesian coordinates (Å):
N (-1.19, -0.89, 0.07)  0.034
N (-2.67, 0.60, -0.64)  -0.020
N (-1.75, 0.33, 0.23)  -0.143
O (1.67, -1.57, 0.49)  -0.395
O (3.18, 0.32, -0.11)  -0.354
O (1.22, 0.74, 1.16)  -0.203
O (1.21, -0.04, -1.41)  -0.381
S (1.86, -0.20, -0.09)  0.397
H (-0.34, -0.93, 0.53)  -0.013
H (-1.39, -1.44, -0.76)  0.106
H (-2.96, 1.48, -0.36)  -0.031
H (1.15, 1.60, 0.88)  0.004


[3]
Below is an isolated ion of composition C20H28N3O5S and charge +1, with properties calculated with the ωB97M-V functional and the def2-TZVPD basis.

E_HOMO = -0.40161 Ha
total charge = +1

Last column: Löwdin charge in e.
Cartesian coordinates (Å):
C (-5.72, -1.21, -0.71)  0.028
C (-4.91, -0.20, -1.58)  -0.235
N (-3.83, 0.16, -0.93)  -0.195
C (-4.10, 0.98, 0.39)  -0.142
C (-3.11, 1.34, 1.20)  -0.118
C (-3.01, 1.99, 2.39)  -0.045
C (-4.29, 2.57, 2.71)  -0.088
C (-5.29, 2.37, 1.81)  -0.140
C (-5.24, 1.85, 0.53)  -0.007
S (-2.40, 0.29, -1.45)  0.575
O (-2.56, -0.30, -2.65)  -0.201
O (-1.76, 1.69, -1.47)  -0.287
C (-1.40, -0.77, -0.67)  -0.243
C (-1.83, -2.01, -0.07)  -0.097
C (-1.10, -2.69, 0.58)  -0.099
C (0.22, -2.55, 0.55)  -0.230
O (1.26, -3.47, 1.06)  -0.111
C (0.78, -4.68, 2.05)  0.119
C (0.87, -1.64, 0.00)  -0.129
N (2.17, -1.32, 0.35)  0.194
C (3.02, -0.45, -0.17)  -0.241
O (2.58, 0.66, -0.74)  -0.026
C (4.62, -0.29, -0.03)  -0.177
N (5.03, 0.86, -0.48)  -0.040
C (5.74, 1.83, 0.39)  0.012
C (7.29, 1.37, 0.08)  -0.484
C (8.33, 2.29, 0.83)  0.022
O (7.64, 0.73, -0.92)  0.039
C (0.03, -0.45, -0.46)  0.148
H (-5.99, -0.82, 0.14)  0.016
H (-6.46, -1.43, -1.43)  0.076
H (-5.19, -2.15, -0.65)  0.076
H (-5.50, 0.59, -1.75)  0.105
H (-4.49, -0.50, -2.24)  -0.016
H (-2.00, 0.71, 1.18)  0.176
H (-2.15, 2.22, 2.99)  0.104
H (-4.47, 3.32, 3.50)  0.116
H (-6.34, 3.05, 1.91)  0.172
H (-6.22, 1.73, 0.00)  0.135
H (-3.03, -2.19, -0.10)  0.179
H (-1.61, -3.72, 1.21)  0.226
H (0.30, -5.29, 1.04)  0.182
H (1.55, -5.06, 2.27)  -0.042
H (0.15, -4.61, 2.76)  0.006
H (2.73, -1.87, 0.74)  0.046
H (4.69, -0.52, 1.08)  0.172
H (4.89, -1.37, -0.41)  0.194
H (4.09, 1.26, -1.04)  0.222
H (5.71, 0.64, -1.38)  0.246
H (5.40, 1.95, 1.28)  0.078
H (5.81, 2.76, -0.08)  0.121
H (7.30, 0.30, 0.87)  0.176
H (7.93, 2.44, 1.81)  0.096
H (9.29, 2.04, 0.91)  0.052
H (8.19, 3.08, 0.26)  0.031
H (8.58, 0.88, -1.16)  0.169
H (0.37, 0.37, -1.04)  0.087


[4]
Below is a single C3H3N3O2 molecule, with properties calculated with the ωB97M-V functional and the def2-TZVPD basis.

E_HOMO = -0.37064 Ha
total charge = 0

Last column: Löwdin charge in e.
Cartesian coordinates (Å):
N (-0.41, 2.85, -1.20)  0.164
C (-0.41, 1.87, -0.49)  -0.090
C (-0.24, 0.44, -0.06)  -0.333
N (-1.08, -0.46, -0.45)  0.039
O (-2.03, 0.11, -1.34)  -0.138
N (0.81, -0.03, 0.71)  0.063
C (1.34, -1.24, 1.01)  -0.384
O (0.74, -2.28, 1.00)  0.053
H (-2.98, -0.39, -0.87)  0.245
H (1.82, 0.56, 0.49)  0.234
H (2.44, -1.42, 1.20)  0.147


[5]
Below is a 2-piece molecular cluster, C4H6N2O overall, with properties calculated with the ωB97M-V functional and the def2-TZVPD basis.

E_HOMO = -0.34597 Ha
total charge = 0

Last column: Löwdin charge in e.
Cartesian coordinates (Å):
C (0.55, 1.47, 0.04)  -0.078
C (0.28, 0.24, -0.61)  -0.194
N (-0.97, 0.17, -1.02)  0.018
N (-1.51, 1.33, -0.65)  -0.052
C (-0.64, 2.15, -0.01)  -0.118
H (1.48, 1.79, 0.49)  0.093
H (0.96, -0.58, -0.79)  0.085
H (-2.48, 1.51, -0.86)  0.146
H (-0.93, 3.12, 0.35)  0.110
C (0.81, -2.81, 0.76)  -0.152
O (1.43, -2.04, 1.45)  -0.015
H (1.19, -3.82, 0.53)  0.080
H (-0.17, -2.54, 0.32)  0.077


In eV, the electronic energy values for the records above are, in order, -10412.71962 -23560.67985 -46709.72268 -11720.06502 -9271.42671.
In eV, the orbital gap values for the records above are, in order, 10.00 9.42 8.31 9.68 10.35.